This record from the Open Molecules 2025 dataset describes a 11-piece molecular cluster, C22H58F6N3O26S7 overall at a distorted geometry. The level of theory is ωB97M-V/def2-TZVPD.

The charge is -1. The frontier orbital gap is 8.97 eV. Its HOMO energy is -7.429 eV. The value obtained for the LUMO energy is 1.55 eV.

Bonds (Å) are listed after each position.
CARTESIAN COORDINATES (ANGSTROEM)
1 C 1.009 1.500 -1.208  F2 1.342, F3 1.299, F4 1.347, S5 1.940
2 F 0.941 0.529 -2.132  C1 1.342
3 F 2.022 1.281 -0.425  C1 1.299
4 F 1.060 2.675 -1.866  C1 1.347
5 S -0.631 1.482 -0.171  C1 1.940, O6 1.486, O7 1.477, N8 1.753, S9 2.534
6 O -1.408 2.640 -0.683  S5 1.486
7 O -1.251 0.155 -0.360  S5 1.477
8 N -0.009 1.880 1.419  S5 1.753, S9 1.507
9 S -0.093 0.550 2.123  S5 2.534, N8 1.507, O10 1.472, O11 1.456, C12 1.938
10 O -1.433 0.298 2.678  S9 1.472
11 O 0.540 -0.571 1.444  S9 1.456
12 C 1.177 0.817 3.561  S9 1.938, F13 1.318, F14 1.310, F15 1.290
13 F 1.033 -0.133 4.464  C12 1.318
14 F 2.420 0.769 3.150  C12 1.310
15 F 0.998 1.987 4.073  C12 1.290
16 C 4.778 0.005 4.939  O17 1.394, H18 1.090, H19 1.090, H20 1.090
17 O 4.710 -0.069 6.329  C16 1.394, H21 0.960
18 H 4.693 1.055 4.661  C16 1.090
19 H 5.612 -0.506 4.458  C16 1.090
20 H 3.900 -0.537 4.588  C16 1.090
21 H 4.000 0.516 6.604  O17 0.960
22 C 2.143 4.492 0.836  O23 1.372, H24 1.090, H25 1.090, H26 1.090
23 O 1.440 4.112 1.951  C22 1.372, H27 0.960
24 H 1.571 4.685 -0.071  C22 1.090
25 H 2.589 5.475 0.987  C22 1.090
26 H 2.921 3.790 0.531  C22 1.090
27 H 0.875 3.373 1.712  O23 0.960
28 C -2.642 3.730 2.704  O29 1.405, H30 1.090, H31 1.090, H32 1.090
29 O -1.249 3.732 2.888  C28 1.405, H33 0.960
30 H -2.903 4.286 1.804  C28 1.090
31 H -3.067 2.726 2.675  C28 1.090
32 H -3.044 4.286 3.552  C28 1.090
33 H -0.845 3.200 2.198  O29 0.960
34 O -5.844 0.533 -3.282  S35 1.473
35 S -5.145 -0.607 -2.663  O34 1.473, O36 1.464, O37 1.613, C40 1.875
36 O -4.289 -1.518 -3.425  S35 1.464
37 O -4.356 -0.138 -1.337  S35 1.613, C38 1.438
38 C -4.864 0.974 -0.579  O37 1.438, C39 1.534, H41 1.090, H42 1.090
39 C -4.467 0.725 0.881  C38 1.534, H43 1.090, H44 1.090, H45 1.090
40 C -6.461 -1.685 -1.873  S35 1.875, H46 1.090, H47 1.090, H48 1.090
41 H -5.937 0.993 -0.769  C38 1.090
42 H -4.493 1.852 -1.108  C38 1.090
43 H -5.104 1.289 1.563  C39 1.090
44 H -3.434 0.961 1.138  C39 1.090
45 H -4.604 -0.297 1.233  C39 1.090
46 H -6.988 -2.247 -2.644  C40 1.090
47 H -7.221 -1.149 -1.304  C40 1.090
48 H -6.024 -2.420 -1.197  C40 1.090
49 O -1.844 -2.840 2.996  S50 1.450
50 S -2.040 -3.557 1.751  O49 1.450, O51 1.459, O52 1.649, C55 1.878
51 O -0.938 -3.631 0.798  S50 1.459
52 O -2.580 -5.075 2.101  S50 1.649, C53 1.450
53 C -3.690 -5.194 3.027  O52 1.450, C54 1.515, H56 1.090, H57 1.090
54 C -4.070 -6.655 3.148  C53 1.515, H58 1.090, H59 1.090, H60 1.090
55 C -3.503 -2.849 0.811  S50 1.878, H61 1.090, H62 1.090, H63 1.090
56 H -4.463 -4.645 2.489  C53 1.090
57 H -3.542 -4.767 4.019  C53 1.090
58 H -4.325 -7.069 2.173  C54 1.090
59 H -4.862 -6.749 3.891  C54 1.090
60 H -3.305 -7.292 3.593  C54 1.090
61 H -3.247 -1.945 0.258  C55 1.090
62 H -4.268 -2.650 1.562  C55 1.090
63 H -3.826 -3.646 0.141  C55 1.090
64 O -0.399 7.005 -4.866  S65 1.424
65 S 0.286 7.146 -3.625  O64 1.424, O66 1.439, O67 1.735, C70 1.895
66 O 0.966 8.344 -3.212  S65 1.439
67 O -0.910 6.758 -2.428  S65 1.735, C68 1.373
68 C -1.788 5.746 -2.729  O67 1.373, C69 1.545, H71 1.090, H72 1.090
69 C -2.610 5.258 -1.516  C68 1.545, H73 1.090, H74 1.090, H75 1.090
70 C 1.431 5.658 -3.372  S65 1.895, H76 1.090, H77 1.090, H78 1.090
71 H -1.296 4.891 -3.192  C68 1.090
72 H -2.567 6.025 -3.438  C68 1.090
73 H -3.271 6.030 -1.122  C69 1.090
74 H -1.895 4.997 -0.736  C69 1.090
75 H -3.062 4.286 -1.713  C69 1.090
76 H 2.264 5.773 -4.065  C70 1.090
77 H 0.926 4.711 -3.563  C70 1.090
78 H 1.810 5.651 -2.350  C70 1.090
79 O 4.831 -3.213 0.304  S80 1.499
80 S 3.835 -2.132 0.598  O79 1.499, O81 1.501, O82 1.736, C85 1.783
81 O 3.577 -1.607 1.980  S80 1.501
82 O 4.232 -0.770 -0.403  S80 1.736, C83 1.396
83 C 4.516 -1.055 -1.739  O82 1.396, C84 1.486, H86 1.090, H87 1.090
84 C 4.593 0.273 -2.403  C83 1.486, H88 1.090, H89 1.090, H90 1.090
85 C 2.285 -2.601 -0.148  S80 1.783, H91 1.090, H92 1.090, H93 1.090
86 H 3.785 -1.740 -2.169  C83 1.090
87 H 5.499 -1.523 -1.789  C83 1.090
88 H 5.394 0.866 -1.963  C84 1.090
89 H 3.636 0.794 -2.356  C84 1.090
90 H 4.775 0.103 -3.465  C84 1.090
91 H 1.611 -3.022 0.598  C85 1.090
92 H 2.535 -3.290 -0.955  C85 1.090
93 H 1.836 -1.683 -0.528  C85 1.090
94 O 2.446 -2.977 -3.927  S95 1.443
95 S 1.572 -3.829 -4.695  O94 1.443, O96 1.461, O97 1.651, C100 1.863
96 O 1.930 -5.239 -4.828  S95 1.461
97 O 0.010 -3.719 -4.169  S95 1.651, C98 1.404
98 C -0.448 -2.482 -3.690  O97 1.404, C99 1.534, H101 1.090, H102 1.090
99 C -1.304 -2.741 -2.444  C98 1.534, H103 1.090, H104 1.090, H105 1.090
100 C 1.290 -3.120 -6.394  S95 1.863, H106 1.090, H107 1.090, H108 1.090
101 H -1.061 -2.054 -4.483  C98 1.090
102 H 0.349 -1.764 -3.498  C98 1.090
103 H -1.972 -3.584 -2.619  C99 1.090
104 H -1.919 -1.896 -2.136  C99 1.090
105 H -0.688 -3.131 -1.633  C99 1.090
106 H 0.384 -3.501 -6.865  C100 1.090
107 H 2.162 -3.397 -6.988  C100 1.090
108 H 1.175 -2.042 -6.282  C100 1.090
109 C 4.792 1.395 1.847  N110 1.474, H113 1.090, H114 1.090, H115 1.090
110 N 5.783 1.968 0.919  C109 1.474, O111 1.227, O112 1.233
111 O 5.763 3.183 0.749  N110 1.227
112 O 6.608 1.249 0.349  N110 1.233
113 H 3.997 1.103 1.160  C109 1.090
114 H 4.535 2.143 2.597  C109 1.090
115 H 5.195 0.488 2.298  C109 1.090
116 C 1.258 -3.166 3.744  N117 1.577, H120 1.090, H121 1.090, H122 1.090
117 N 1.714 -4.546 3.132  C116 1.577, O118 1.199, O119 1.217
118 O 2.899 -4.647 2.985  N117 1.199
119 O 0.913 -5.417 2.847  N117 1.217
120 H 1.232 -2.565 2.835  C116 1.090
121 H 2.050 -2.857 4.426  C116 1.090
122 H 0.381 -3.449 4.327  C116 1.090

Here are the Löwdin charges for atoms 1 to 6, given in e: C -0.635; F 0.128; F 0.162; F 0.119; S 0.782; O -0.316